Molecular formula: C2HLiO4
Method: DFT, ωB97M-V with the def2-TZVPD basis set

XYZ file:
```
8
Properties=species:S:1:pos:R:3:forces:R:3
H 2.28480 0.77024 -0.30776 0.0 0.0 0.5
Li -2.66355 -0.81948 -0.39303 1.1 -0.1 0.1
O -1.06933 -1.56398 0.63365 -0.3 -0.7 -0.2
O -0.89639 -0.09666 -1.00264 0.0 -0.2 -0.7
C 1.31218 0.86590 0.20303 -1.2 1.2 -0.8
O 0.71090 1.89126 0.35921 0.9 -0.2 0.0
C -0.43852 -0.73439 -0.03789 -0.9 1.6 1.5
O 0.75991 -0.31289 0.54544 0.5 -1.5 -0.3
```
Positions in Å, forces in eV/Å.

Computed properties:
max |F|	2.4	eV/A
HOMO level	-10.25	eV
lowest unoccupied orbital energy	-0.028	Eh
energy relative to the best compared isomer or geometry (same formula, charge and spin)	0.000	eV
gap between HOMO and LUMO	9.49	eV